15
Properties=species:S:1:pos:R:3 method="wB97M-V/def2-TZVPD" multiplicity=1 gap_ev=9.17 homo_energy_ev=-9.6863 total_energy_ha=-382.62429
C -0.84 -0.03 0.72
C -0.79 0.88 -0.46
C 0.53 -0.06 -0.63
C 0.72 -0.10 0.78
H -2.52 -1.19 1.32
H -1.20 0.59 1.68
H -0.29 1.96 -0.10
H -1.53 1.30 -1.29
H 0.15 -1.07 -1.06
H 0.81 0.61 -2.31
H 1.02 0.75 1.31
H 2.29 -1.37 0.07
O -1.43 -1.32 0.39
O 1.56 0.42 -1.60
O 1.52 -1.36 1.17